Below is a gas-phase ion, C6H17N2 (charge +1) at a distorted geometry, with properties calculated with ωB97M-V/def2-TZVPD.

multiplicity = 1
calculated total energy = -9469.1724 eV
gap between HOMO and LUMO = 0.296 hartree
E_LUMO = -3.7 eV
ΔE to the lowest compared entry with this formula, charge and spin = 276.13 kJ/mol
SMILES = CCN(CC)CC[NH3+]
net charge = +1

Last column: Mulliken charge in e.
Geometry (Å):
H  0.838  -1.750  -1.543  0.23
H  -2.327  0.870  0.752  0.46
H  -1.125  2.631  2.431  0.33
H  0.969  0.189  -1.760  0.29
H  0.182  -0.501  2.485  0.30
H  -1.271  -1.702  -0.534  0.27
C  2.007  -0.247  1.276  -0.98
H  -1.303  -0.619  -3.161  0.35
C  -0.632  2.120  1.541  -0.82
C  0.602  -0.727  1.453  -0.59
N  -0.344  -0.037  0.489  0.29
H  -0.623  2.960  0.848  0.31
H  -1.673  -0.058  -1.178  0.51
C  0.266  -0.813  -1.747  -0.30
H  0.273  -0.223  -3.867  0.35
H  0.406  1.908  1.754  0.12
C  -0.828  -0.587  -0.720  -0.96
N  -0.304  -0.823  -3.271  -0.28
H  2.842  -0.543  1.998  0.38
H  2.458  -0.502  0.302  0.23
C  -1.351  0.814  1.224  -0.68
H  0.457  -1.793  1.175  0.33
H  -1.473  0.365  2.261  0.25
H  -0.233  -1.757  -3.706  0.38
H  2.186  0.824  1.496  0.23